No. 1
DFT (ωB97M-V/def2-TZVPD) results for a cluster of 2 separate species, C11H14N2 in total at a distorted geometry.

```
27
Properties=species:S:1:pos:R:3:forces:R:3:mulliken_charge:R:1
C -0.89034 1.19689 -2.80559 -0.3 0.0 0.3 -1.487
C 1.68032 1.84774 -0.12326 0.1 -0.2 0.6 -0.508
C 1.08103 1.56542 -1.33614 0.1 0.5 0.1 -0.431
C 0.90768 2.01955 1.02491 0.3 0.4 -0.9 -0.532
C -0.30531 1.50103 -1.44728 0.3 -1.1 -0.3 0.792
C -0.46217 1.88800 0.91275 -0.4 -0.7 0.8 -0.422
C -1.06450 1.54368 -0.28815 0.2 0.3 -0.2 -0.336
H 2.75705 1.85494 -0.00543 0.0 0.1 -0.3 0.382
H 1.69235 1.41218 -2.21647 0.0 0.0 0.0 0.290
H 1.40463 2.29987 1.94185 -0.2 -0.1 0.2 0.419
H -1.05737 1.89105 1.82304 0.0 0.2 -0.1 0.387
H -1.69190 0.45202 -2.79277 0.0 0.1 0.2 0.337
H -0.12099 0.80296 -3.46098 0.1 0.1 -0.2 0.374
H -2.10740 1.25990 -0.33355 -0.2 0.3 0.1 0.373
H -1.30020 2.11754 -3.22139 0.0 0.0 -0.2 0.359
C -1.12694 -2.57368 -0.42915 0.5 -0.9 -0.6 -1.190
C -0.55193 -1.59682 1.83904 0.3 -0.1 1.5 -0.480
C -0.20490 -2.03189 0.59637 -0.2 0.5 0.3 0.712
C 1.63693 -1.65080 1.63458 -0.1 0.5 0.5 -0.315
N 0.63412 -1.40962 2.52869 0.2 0.1 -0.8 -0.002
N 1.16832 -1.99244 0.47215 -0.1 -0.5 -0.4 -0.562
H -1.43367 -1.38191 2.43180 -0.3 -0.4 -0.7 0.401
H 0.71687 -1.20843 3.50745 0.1 0.2 0.0 0.177
H -1.07564 -2.10581 -1.41229 -0.2 0.6 0.2 0.207
H -2.13110 -2.65401 -0.02834 -0.2 0.3 -0.2 0.317
H 2.67099 -1.44780 1.87234 0.0 -0.2 0.0 0.395
H -0.82593 -3.59958 -0.68422 0.0 0.0 0.3 0.344
```
Forces are in eV/Å.

Results
- Charge: 0
- E: -14614.18664 eV
- Largest force on an atom: 1.49 eV/A
- LUMO energy: 0.87 eV

No. 2
DFT (ωB97M-V/def2-TZVPD) results for a cluster of 14 separate species, C40H114N6O22 in total at a distorted geometry.

```
182
Properties=species:S:1:pos:R:3:forces:R:3:mulliken_charge:R:1
C -1.58738 -3.58964 0.77974 1.9 -0.4 1.0 1.276
C -1.54862 -5.07161 0.54435 -1.9 -0.5 1.1 -0.702
O -1.40233 -5.87573 1.73190 0.9 -0.1 -1.1 -0.614
O -2.37851 -3.33246 1.90706 -1.3 0.2 0.0 -0.702
H -1.86859 -3.17668 -0.19569 -0.1 0.6 0.4 0.191
H -0.52503 -3.38203 1.04366 -0.4 0.7 -0.4 -0.634
H -0.70051 -5.21343 -0.10258 0.1 -0.7 -0.4 0.156
H -2.52381 -5.34061 0.07751 0.7 -0.2 -0.1 0.318
H -1.78519 -5.47494 2.51023 -0.4 0.7 -0.1 0.346
H -2.29565 -2.42533 2.29033 0.7 -0.3 -0.6 0.224
C -5.39425 0.85794 -1.32891 -2.1 0.4 1.6 0.652
C -5.40813 2.34047 -1.58716 -0.3 0.0 0.9 -0.813
O -4.09782 2.83236 -1.69073 -0.5 1.0 -1.8 -0.367
O -4.76997 0.17492 -2.32930 0.2 -1.4 -1.0 -0.629
H -6.46772 0.54966 -1.32199 0.7 0.0 0.0 0.190
H -5.01463 0.61269 -0.31006 0.1 0.2 -0.5 -0.258
H -5.94475 2.84914 -0.76584 -0.1 -0.1 -0.2 0.230
H -5.96419 2.50147 -2.51334 0.4 0.3 -0.1 0.348
H -3.59156 2.64389 -0.92019 0.9 -0.6 1.1 -0.096
H -3.89730 0.53380 -2.42250 0.9 0.4 -0.3 0.309
C 0.94526 2.98895 2.04408 -1.4 -0.6 0.4 -0.415
C 2.14668 2.59517 1.29597 -1.1 -0.5 -0.9 0.646
O 2.86224 3.70741 0.88334 0.8 0.7 -0.7 -0.697
O 0.00135 3.54617 1.14186 0.1 -0.1 -0.3 -0.305
H 1.22018 3.69987 2.80480 0.1 0.5 0.4 0.507
H 0.50445 2.10416 2.54521 0.1 0.2 -0.1 0.110
H 1.82214 1.89403 0.49219 0.4 0.5 0.1 -0.562
H 2.72378 2.04869 1.98471 1.3 -0.7 0.7 0.264
H 2.33926 4.25680 0.27907 0.0 -0.4 0.3 0.252
H -0.77270 3.79371 1.66036 -0.4 0.2 0.1 0.033
C -2.40694 -0.28533 3.84997 2.0 0.2 -1.2 -0.447
C -3.78556 -0.68578 3.50034 -0.5 -0.1 -0.3 -0.424
O -4.23195 -0.03930 2.35219 -0.4 0.4 -1.2 0.005
O -1.51926 -0.95654 2.89175 0.5 -0.3 1.4 0.017
H -2.18102 -0.50967 4.89490 0.2 -0.3 -0.1 0.321
H -2.18541 0.79013 3.68048 -0.7 -0.4 0.3 0.128
H -4.40499 -0.37860 4.31578 -0.8 -0.1 0.8 0.449
H -3.83745 -1.77348 3.35853 0.0 0.1 0.4 0.181
H -4.58523 -0.67320 1.65796 0.3 0.3 0.6 -0.115
H -0.76785 -1.42927 3.37084 -0.6 0.4 -0.5 0.214
C -4.74623 4.68635 2.44131 0.0 0.3 0.1 -0.347
C -3.68546 3.69328 2.24596 3.3 -1.8 -1.3 1.092
O -2.31825 4.12645 2.63566 -0.6 0.1 -0.4 -0.431
O -4.98858 4.92752 3.81846 -0.2 0.0 -0.2 -0.535
H -5.60261 4.33523 1.85509 -0.4 0.1 0.4 0.255
H -4.40460 5.62410 1.99469 -0.2 0.1 0.2 0.258
H -3.53117 3.47516 1.12927 -0.5 0.3 1.5 -0.623
H -3.74931 2.69369 2.74305 -0.8 0.8 -0.3 -0.227
H -2.29738 4.75960 3.36079 -0.5 0.0 0.1 0.212
H -5.09888 4.07069 4.24675 -0.1 0.1 0.0 0.370
C -0.43001 -3.96375 -4.72377 0.6 0.5 1.0 -0.418
C -0.21455 -3.43457 -3.31123 0.2 1.5 -0.2 0.295
O -1.48119 -3.16123 -2.70958 0.2 -1.1 -0.3 -0.371
O -1.17933 -5.14438 -4.58785 0.4 -1.7 -1.2 -0.544
H 0.53078 -4.14133 -5.21426 0.0 0.1 0.0 0.448
H -0.99818 -3.20487 -5.27450 0.1 -0.1 -0.1 0.138
H 0.26637 -2.46849 -3.39565 0.2 0.4 -0.1 0.041
H 0.44732 -3.99402 -2.63983 -0.3 -0.6 -0.4 -0.315
H -1.94509 -3.99232 -2.90128 -0.5 0.3 0.4 0.406
H -0.70938 -5.83766 -5.11369 -0.9 0.7 0.8 0.342
C -1.57716 0.41398 -0.29228 0.3 -0.2 -0.1 0.480
C -0.69371 -0.21427 -1.36779 -0.5 0.4 0.9 1.104
O 0.60967 0.30336 -1.40690 0.6 -0.4 0.4 0.875
O -1.74394 1.83330 -0.52302 0.2 -0.5 0.5 1.292
H -1.20517 0.25833 0.74362 -0.1 -0.1 -0.6 -0.337
H -2.52415 -0.14187 -0.38730 -0.2 0.6 0.2 -0.234
H -1.13467 -0.04543 -2.33166 -0.6 0.0 -0.5 -0.918
H -0.70079 -1.27638 -1.16914 0.4 -0.4 0.0 -0.428
H 0.53747 1.14391 -1.86535 0.3 0.7 -0.1 -0.809
H -1.00156 2.24750 -0.03480 -0.3 0.2 -0.2 -0.781
C -2.25338 5.63744 -0.81153 0.7 -0.8 0.8 0.783
C -3.47917 6.43318 -0.91696 -0.5 0.7 1.0 -0.484
O -3.69768 6.69420 -2.28193 -1.1 -1.1 -0.7 -0.603
O -1.21218 6.43336 -1.25356 2.1 -0.3 1.3 -0.601
H -2.37830 4.68115 -1.34928 0.2 0.2 -0.1 -0.055
H -1.96389 5.39608 0.20226 -0.4 -0.2 0.5 -0.160
H -3.31464 7.42802 -0.46308 -0.2 -0.6 0.1 0.351
H -4.27356 5.86736 -0.40730 -0.4 0.4 -0.3 0.182
H -4.05918 5.84085 -2.60037 0.2 0.7 -0.3 0.348
H -1.35851 6.61870 -2.14425 -0.4 0.7 -2.4 0.362
C 5.72669 1.87022 -3.21983 -0.1 -0.6 -0.3 -1.305
C 5.31206 3.32614 -3.31082 -2.0 0.3 -0.3 0.640
C 4.23807 3.68019 -2.26125 -1.0 0.2 -0.4 0.061
O 3.77050 4.96852 -2.59573 -0.2 0.9 -1.1 -0.445
C 2.82389 5.59896 -1.79029 -1.5 -0.8 -0.2 -0.265
N 6.43975 4.21308 -3.27977 1.3 -0.3 0.6 -0.725
H 6.10136 1.53044 -2.24872 0.3 0.5 0.0 0.090
H 6.45963 1.66333 -4.00081 0.2 0.0 0.2 0.424
H 4.90825 1.16109 -3.38750 -0.2 0.4 -0.2 0.341
H 4.81163 3.52918 -4.28841 0.2 -0.5 0.5 0.122
H 4.63901 3.82977 -1.29157 0.8 -0.8 1.3 0.593
H 3.34228 3.00377 -2.21691 0.9 0.1 -0.1 -0.398
H 3.19032 6.00075 -0.86428 0.7 0.3 0.5 0.535
H 1.95740 4.94725 -1.48978 0.6 0.0 -0.4 -0.399
H 2.35942 6.39167 -2.38073 0.3 0.1 0.1 0.350
H 7.02938 3.89202 -2.51122 0.1 0.5 -0.2 0.269
H 6.22333 5.19584 -3.13883 -0.3 -0.3 0.0 0.294
C 7.05189 -1.88261 0.68212 -0.9 1.2 0.5 -0.810
C 6.83633 -0.33716 0.77049 0.7 0.3 -0.2 0.053
C 5.39173 -0.00245 0.58590 0.9 -0.2 0.7 0.479
O 4.96773 -0.50638 -0.61117 -0.7 -0.3 -1.1 -0.448
C 3.56281 -0.67169 -0.58964 0.4 -0.4 -0.3 0.594
N 7.21173 0.44356 1.95367 1.3 -0.5 1.0 -0.667
H 6.40012 -2.38870 1.39760 0.0 0.1 0.4 -0.262
H 8.06874 -2.08640 0.97507 0.4 -0.5 -0.5 0.462
H 6.67833 -2.26127 -0.28846 0.9 0.3 0.3 0.309
H 7.40386 0.15369 -0.00495 0.2 -0.1 -0.7 0.503
H 5.26440 1.08029 0.67380 -0.3 0.0 0.1 0.204
H 4.93006 -0.55908 1.40445 -0.7 0.3 0.4 -0.618
H 3.12353 0.10735 0.02587 -0.4 0.0 -0.1 -0.055
H 3.32857 -1.67467 -0.20022 -0.2 0.2 0.2 -0.569
H 3.23207 -0.61095 -1.61496 -0.4 0.1 -0.2 0.261
H 7.00760 -0.07128 2.80101 -0.2 0.0 0.2 0.156
H 8.21763 0.68014 2.04834 -0.9 -0.4 -0.5 0.276
C 1.96815 -0.54731 3.05635 -0.8 1.8 0.0 -0.984
C 1.96757 -2.03115 3.02664 -0.2 -0.7 2.1 1.458
C 3.20843 -2.57559 3.80248 0.0 -1.3 -2.7 -0.356
O 3.06489 -2.25605 5.10918 -0.7 0.8 1.9 -0.456
C 4.16850 -2.60508 5.88799 0.3 0.3 0.2 -0.771
N 0.74740 -2.52059 3.80439 0.6 -0.2 -1.2 -0.679
H 1.92481 -0.20168 4.09210 0.4 -0.1 0.1 0.367
H 1.04178 -0.08002 2.65566 0.6 -0.6 -0.3 -0.306
H 2.83827 -0.08752 2.56815 -0.2 -0.3 0.1 -0.200
H 1.92059 -2.44240 2.04775 0.1 -0.3 -0.9 -0.217
H 4.19310 -2.25454 3.39023 -0.5 0.3 0.1 0.284
H 3.20331 -3.68273 3.66957 0.1 0.3 0.1 0.293
H 3.99413 -2.38964 6.94454 -0.3 -0.2 -0.2 0.284
H 4.99285 -1.96831 5.58641 0.6 -0.1 -0.1 0.262
H 4.40441 -3.65467 5.72643 0.2 -0.2 0.2 0.322
H 0.55800 -3.49971 3.52955 0.1 0.7 0.3 0.237
H 1.08381 -2.52706 4.75905 -0.4 -0.1 0.3 0.271
C -6.63446 -2.82220 2.37611 -0.7 -0.3 -0.6 -1.659
C -6.41611 -2.59121 0.90159 0.4 0.2 -0.1 0.350
C -7.45483 -1.58403 0.45594 -0.5 1.1 -1.8 -0.555
O -8.79817 -1.97955 0.55311 -0.6 -0.7 0.6 -0.426
C -9.70179 -0.97458 0.07806 0.8 -1.4 -0.4 -0.720
N -5.06651 -1.98442 0.57438 -0.4 -0.5 0.2 -0.356
H -7.63507 -3.27314 2.50657 0.5 0.1 0.0 0.420
H -6.63520 -1.87165 2.86561 0.1 0.6 0.6 0.338
H -5.87441 -3.45703 2.76506 0.5 -0.6 0.6 0.368
H -6.54237 -3.53277 0.36383 -0.1 0.0 -0.1 0.467
H -7.34625 -1.36732 -0.62959 0.6 0.2 0.4 0.316
H -7.35447 -0.64186 1.01666 0.5 0.0 0.0 0.324
H -9.54182 -0.06929 0.61706 0.2 1.0 0.3 0.322
H -10.69737 -1.33909 0.30175 -0.1 0.0 -0.2 0.279
H -9.54335 -0.83369 -1.01124 -0.2 0.1 0.5 0.272
H -4.23808 -2.56046 0.81142 -1.0 -0.1 0.2 -0.020
H -5.01641 -1.87620 -0.43377 0.0 0.2 -0.1 0.311
C 1.24065 3.81579 -4.68342 0.5 0.2 2.1 -1.583
C 0.06091 3.09936 -4.00743 -1.1 -0.1 -3.6 0.669
C -0.01767 1.68280 -4.62343 -0.1 -1.4 0.6 -0.560
O -1.28020 1.00627 -4.30403 0.6 0.4 -1.2 -0.248
C -1.34794 -0.25284 -4.98632 0.8 0.2 -0.3 -1.041
N 0.04547 3.10051 -2.59599 -0.5 0.4 2.1 0.721
H 1.26824 4.85966 -4.31179 0.4 -0.6 0.0 0.295
H 1.25909 3.88878 -5.74552 -0.7 -0.3 -0.9 0.517
H 2.14444 3.26444 -4.40550 0.2 0.5 0.1 0.249
H -0.82731 3.64095 -4.36312 -0.2 -0.2 -0.3 0.223
H 0.80218 1.02201 -4.19848 -0.6 0.7 -0.3 0.053
H 0.11434 1.62841 -5.73262 -0.1 0.6 0.7 0.489
H -1.48702 -0.28931 -6.10476 -0.8 0.9 0.9 0.373
H -2.06735 -0.87039 -4.44476 0.2 -0.1 -0.3 0.323
H -0.34125 -0.66447 -4.98572 0.2 -0.7 0.7 0.359
H 0.08822 4.08085 -2.24327 0.2 -0.9 -0.3 -0.242
H -0.89638 2.78572 -2.27087 0.9 0.1 -0.3 -0.623
C 5.90998 -5.35587 2.05039 -0.4 0.4 -0.4 -1.620
C 4.46461 -5.56635 1.57812 0.9 0.3 1.8 0.614
C 4.03119 -4.38844 0.77279 0.5 -0.1 0.2 -0.244
O 2.63935 -4.45125 0.63361 -0.3 0.3 -1.1 0.205
C 2.22790 -4.46444 -0.73187 -0.4 0.3 -0.3 -0.503
N 4.29176 -6.80928 0.88663 -1.5 -0.2 -1.3 -0.786
H 6.60393 -5.19791 1.24513 0.2 0.0 -0.8 0.378
H 6.27049 -6.19789 2.57897 0.3 -1.0 0.7 0.488
H 6.04423 -4.48675 2.68716 -0.4 0.2 0.3 0.260
H 3.81296 -5.55991 2.47065 0.2 0.2 0.1 0.140
H 4.53765 -4.36732 -0.19232 0.1 -0.1 -0.1 0.857
H 4.36326 -3.50916 1.31928 -0.3 0.5 0.1 -0.779
H 3.06239 -4.78102 -1.41066 -0.8 0.1 0.6 0.327
H 1.87871 -3.44898 -1.07620 0.3 -0.9 0.4 -0.050
H 1.39257 -5.18958 -0.77747 0.4 0.4 -0.3 0.330
H 3.27186 -6.85657 0.66837 1.1 -0.2 0.1 0.222
H 4.48452 -7.60994 1.46343 0.2 -0.1 0.3 0.293
```
Forces are in eV/Å.

Results
- Charge: 0
- E: -97306.83441 eV
- Largest force on an atom: 3.98 eV/A
- LUMO energy: 0.41 eV